1.
{
  "formula": "C4H8O2",
  "method": "ωB97M-V with the def2-TZVPD basis set",
  "de_lowest_ev": 5.737,
  "gap_ha": [0.3206, 0.3054],
  "mol_weight_g_mol": 88.1,
  "e_tot_ev": -8367.5445,
  "e_lumo_ev": [-0.731, -1.257],
  "species": ["C", "C", "O", "C", "C", "O", "H", "H", "H", "H", "H", "H", "H", "H"],
  "positions_angstrom": [[-2.085, -0.596, -0.460], [-0.741, -0.389, -1.145], [0.277, -0.045, -0.269], [2.105, 1.133, 0.631], [1.649, 0.176, 1.525], [1.396, -0.985, 1.088], [-2.387, 0.315, 0.066], [-2.004, -1.403, 0.275], [-2.864, -0.859, -1.184], [-0.448, -1.275, -1.733], [-0.801, 0.439, -1.875], [2.140, 2.186, 0.901], [2.472, 0.825, -0.338], [1.291, 0.479, 2.518]],
  "lowdin_charge": [-0.089, -0.323, -0.114, 0.119, -0.332, -0.001, 0.073, 0.075, 0.071, 0.122, 0.131, 0.073, 0.078, 0.116]
}


2.
{
  "formula": "C2H2CuLiO2",
  "method": "ωB97M-V with the def2-TZVPD basis set",
  "de_lowest_ev": 0.000,
  "gap_ha": [0.2295, 0.2901],
  "mol_weight_g_mol": 128.5,
  "e_tot_ev": -51021.7408,
  "multiplicity": 3,
  "e_lumo_ev": [-12.188, -11.596],
  "total_charge": 2,
  "species": ["H", "O", "C", "C", "O", "Li", "Cu", "H"],
  "positions_angstrom": [[0.596, -2.333, -1.223], [0.574, 1.159, 0.701], [-0.224, 0.934, -0.254], [-0.809, -0.314, -0.547], [-0.456, -1.317, 0.176], [1.357, 2.940, 0.673], [0.469, -0.632, 1.856], [-1.505, -0.436, -1.382]],
  "lowdin_charge": [0.324, -0.074, 0.067, -0.125, -0.009, 0.918, 0.729, 0.170]
}